Entry 1:
The following is a quantum chemistry calculation of one molecule with the formula C3H5OPS, from the Open Molecules 2025 dataset.

Structure (XYZ):
```
11
Properties=species:S:1:pos:R:3:forces:R:3
C -0.18842 -0.90081 1.12600 0.14 -0.20 2.79
C -0.77134 -0.14113 0.19131 1.13 -2.53 0.17
C -0.11993 0.60849 -0.92010 1.44 2.02 3.32
O -2.14084 -0.06961 0.01650 1.37 1.06 -0.51
P -3.38065 -0.84715 0.58523 -2.13 -0.08 -0.24
S -4.83938 0.00075 -0.37339 0.53 -0.73 0.78
H -0.78132 -1.37261 2.03061 1.00 0.93 -2.21
H 0.93633 -0.92690 1.33006 -1.79 0.14 -0.86
H -0.18098 0.17746 -1.86757 -0.56 -0.61 -1.48
H -0.76344 1.49469 -0.73182 0.93 0.38 -1.45
H 0.99589 0.84346 -0.68680 -2.06 -0.37 -0.31
```
Positions in Å, forces in eV/Å.

Calculated values
structure (SMILES): C=C(C)OP=S
HOMO-LUMO gap: 8.38 eV
E_tot: -932.05756 Eh
HOMO energy: -0.341 Ha



Entry 2:
The following is a quantum chemistry calculation of C5H8HoLiO3 as an isolated structure, from the Open Molecules 2025 dataset.

Structure (XYZ):
```
18
Properties=species:S:1:pos:R:3:forces:R:3
C 1.53040 2.27607 0.81127 -0.34 2.27 0.01
C 0.98564 3.03129 -0.20277 -0.74 -1.74 -1.09
H 0.98415 2.30506 1.76483 0.39 -0.57 -0.04
H 2.61068 2.06209 0.78294 -0.34 -0.75 0.04
H 1.55269 3.57373 -0.96873 0.13 0.48 0.43
Ho -0.98650 1.92651 -1.17449 2.44 -1.05 2.41
O -0.18044 -1.87472 1.01400 0.17 0.44 0.75
Li -1.83107 -1.80429 2.66814 0.19 -0.12 0.33
O -0.91038 -0.20242 2.17377 0.48 0.37 0.50
C -0.16485 -0.56170 1.25768 -2.96 -1.46 -0.05
O 0.34368 0.21611 0.39288 0.02 2.71 -2.84
C 0.02574 -2.42638 -0.30277 0.64 -0.18 -0.94
C 0.34166 -3.89037 -0.12445 0.26 -0.16 -0.17
H -0.88064 -2.29522 -0.90825 -0.27 0.07 0.39
H 0.81200 -1.86275 -0.82108 0.05 -0.29 0.33
H -0.26314 -4.31004 0.69061 0.10 0.01 -0.34
H 0.10671 -4.41605 -1.05948 0.14 0.01 0.34
H 1.40344 -4.03381 0.11494 -0.34 -0.03 -0.05
```
Positions in Å, forces in eV/Å.

Calculated values
2S+1: 6
HOMO-LUMO gap (alpha / beta): 5.93 / 4.38 eV
E_tot: -1375.33258 Eh
HOMO energy (alpha / beta): -0.762 / -0.762 Ha
charge: +3



Entry 3:
The following is a quantum chemistry calculation of a 6-piece molecular cluster, C40H42Cl2F6N4O20S overall, from the Open Molecules 2025 dataset.

Structure (XYZ):
```
115
Properties=species:S:1:pos:R:3:forces:R:3
C -0.83775 3.51434 1.70834 -0.19 -0.70 -0.44
C -0.37869 2.42247 2.66836 -0.78 0.45 0.81
Cl 0.28883 3.31277 4.08866 0.37 -0.21 -0.27
C -1.59372 1.49953 3.14166 0.53 0.47 -0.32
Cl -1.76554 1.29217 4.91441 -0.17 -0.20 -0.19
C -1.52825 0.11892 2.51579 0.11 -0.12 0.00
C -0.32570 -0.63580 2.75080 -0.23 -0.06 0.22
C 0.83771 -0.16951 3.60273 0.35 -0.24 -0.36
C 2.12551 -0.05525 2.73219 -0.67 0.38 0.10
C 3.03267 1.11890 3.11703 0.07 -0.40 -0.21
N 4.40517 0.79982 2.75617 -0.27 0.02 0.07
C 4.58456 0.53249 1.32538 0.78 0.32 0.38
C 4.88522 -0.90755 0.99561 -0.46 -0.38 -0.12
C 4.14411 -1.58896 0.03340 0.08 -0.28 -0.14
C 4.42961 -2.90264 -0.31465 0.08 -0.45 -0.26
C 5.46962 -3.59871 0.28895 -0.28 0.76 0.30
C 6.20355 -2.93464 1.26656 0.12 -0.41 -0.15
C 5.92043 -1.62089 1.60747 0.17 0.22 0.24
O 6.70395 -1.03432 2.59245 0.13 -0.20 -0.56
C -0.18490 -1.87421 2.18781 0.00 0.16 0.11
C -1.17313 -2.45432 1.37518 1.00 0.17 0.46
N -0.90308 -3.67966 0.82568 -1.05 0.61 -0.07
C -1.86787 -4.09921 0.05954 0.35 -1.30 0.28
C -1.66265 -5.40680 -0.65621 0.08 0.73 0.17
O -1.63750 -5.38744 -1.84688 -0.17 -0.31 -0.52
N -1.47978 -6.62538 0.11536 0.70 -0.48 -0.96
C -2.20394 -7.65579 -0.51764 0.04 0.93 0.51
O -3.35237 -7.59072 -0.73540 -1.13 -0.27 -0.35
F -1.46079 -8.69862 -0.83518 0.47 -0.47 0.14
C -3.08964 -3.42576 -0.16888 -0.02 0.45 0.10
N -3.34366 -2.27046 0.37350 0.48 -0.25 -0.13
C -2.35722 -1.74721 1.16258 -1.17 0.06 -0.54
C -2.54655 -0.45548 1.75492 0.80 0.55 0.09
S -4.09558 0.40502 1.53054 -2.37 -1.22 1.41
O -5.14772 -0.46822 1.10286 0.59 -0.27 -0.86
O -4.48709 1.09557 2.72569 1.36 1.00 -0.18
C -3.98753 1.61922 0.11097 -0.55 0.07 -0.13
F -3.30317 2.71988 0.41478 0.49 -0.18 -0.02
F -5.26094 1.99535 -0.08633 -0.08 -0.06 0.07
C -3.52459 0.98719 -1.22081 0.01 -0.43 -0.50
F -3.46373 1.90408 -2.19150 0.11 0.25 0.22
F -2.32833 0.40002 -1.12639 0.11 0.24 0.21
F -4.39982 0.06429 -1.60842 -0.04 0.02 0.15
H -0.10740 4.31567 1.67841 -0.03 0.07 -0.01
H -0.93275 3.09431 0.70434 0.04 0.04 -0.04
H -1.82263 3.88018 1.98606 0.11 0.32 0.16
H 0.39690 1.82895 2.19594 0.23 0.03 0.31
H -2.48079 2.05416 2.87238 -0.16 -0.21 -0.06
H 1.02523 -0.95189 4.33993 -0.12 0.07 0.14
H 0.64999 0.73330 4.16729 -0.07 0.08 -0.08
H 1.81783 0.07177 1.69002 0.09 -0.14 -0.05
H 2.65363 -1.00522 2.79297 0.28 0.11 -0.04
H 2.69145 2.03538 2.60469 -0.16 -0.04 0.06
H 2.93777 1.31393 4.18621 0.29 -0.03 0.05
H 5.02131 1.54495 3.04971 -0.03 0.01 0.05
H 3.72526 0.86384 0.73049 0.00 0.01 -0.02
H 5.44915 1.11319 0.96301 -0.74 -0.23 0.46
H 3.31902 -1.11173 -0.48505 0.05 0.23 0.14
H 3.85747 -3.40821 -1.08439 -0.12 0.15 0.02
H 5.68703 -4.61976 0.01188 0.07 -0.03 0.03
H 7.03024 -3.43836 1.75176 0.00 0.12 0.12
H 7.12770 -0.26715 2.18978 -0.08 0.21 0.28
H 0.72282 -2.43642 2.36616 0.00 -0.09 -0.05
H -0.49046 -6.86559 0.03420 0.05 0.18 0.50
H -3.83693 -3.87863 -0.81000 -0.04 0.02 -0.02
O -10.86483 -3.99547 2.33646 0.00 -0.01 0.00
C -9.80459 -3.58531 1.99805 -0.11 -0.02 0.05
O -9.15573 -2.54724 2.58188 0.03 -0.14 -0.16
C -7.82691 -2.50320 2.05299 0.25 0.22 0.06
C -7.98272 -3.20367 0.72360 0.15 0.04 -0.15
O -9.07516 -4.09264 0.96996 0.03 0.11 0.09
H -7.48212 -1.47778 1.95230 -0.14 0.04 0.09
H -7.15973 -3.03755 2.73220 -0.02 -0.04 -0.02
H -8.25816 -2.51826 -0.08029 -0.03 0.02 0.03
H -7.09405 -3.75602 0.42826 -0.11 -0.16 0.02
O 6.53719 1.48836 -0.44801 0.62 0.28 -0.65
C 7.66476 1.20036 -0.71306 -0.13 0.00 -0.02
O 8.69943 1.32674 0.14460 -0.03 -0.09 -0.08
C 9.83278 0.66716 -0.43471 0.26 -0.11 0.03
C 9.49979 0.69599 -1.90989 0.23 -0.05 -0.13
O 8.06725 0.70241 -1.89874 0.05 0.06 0.10
H 10.75130 1.19504 -0.19351 -0.12 0.14 0.11
H 9.89054 -0.34733 -0.03719 -0.06 0.00 -0.02
H 9.85166 1.60396 -2.40234 -0.04 0.03 0.04
H 9.87787 -0.16847 -2.44874 -0.21 -0.06 -0.03
O -4.82155 7.07433 -5.34035 0.01 0.01 0.01
C -4.81325 5.95208 -4.95972 0.00 0.12 -0.05
O -5.38532 5.52466 -3.80382 0.09 -0.08 -0.11
C -5.36802 4.09600 -3.80449 -0.09 -0.16 0.10
C -4.22577 3.78589 -4.74730 0.07 -0.27 0.00
O -4.22883 4.91769 -5.61790 -0.10 0.01 0.16
H -5.20856 3.71199 -2.80047 0.00 0.20 0.07
H -6.32750 3.73055 -4.17565 0.02 0.02 -0.05
H -3.26126 3.73730 -4.23721 -0.02 0.04 0.03
H -4.37581 2.86611 -5.30864 0.01 0.12 -0.17
O -4.31213 -1.14615 -7.71254 0.00 0.02 0.00
C -3.99402 -1.28720 -6.58053 -0.06 -0.03 -0.13
O -4.31041 -2.36326 -5.81521 0.09 0.17 0.04
C -3.56559 -2.27753 -4.59884 0.07 -0.14 0.17
C -3.28187 -0.79552 -4.49822 0.10 0.10 0.20
O -3.26241 -0.38836 -5.86686 -0.05 -0.15 0.04
H -4.14661 -2.65675 -3.76138 -0.15 -0.03 -0.13
H -2.65601 -2.87300 -4.69790 0.01 0.03 -0.02
H -4.07385 -0.25322 -3.98187 -0.06 -0.04 -0.05
H -2.33005 -0.57771 -4.01755 0.06 0.07 -0.16
O 5.85515 3.68357 3.23515 -0.01 -0.06 0.02
C 5.66471 4.19117 2.17752 0.03 -0.05 -0.01
O 6.60911 4.35205 1.22151 -0.18 0.09 0.08
C 5.95259 4.77396 0.02408 0.01 -0.01 -0.40
C 4.68132 5.40187 0.54860 -0.07 0.15 -0.13
O 4.46870 4.68022 1.76563 0.13 -0.02 -0.03
H 6.57247 5.47280 -0.53261 0.14 -0.01 0.17
H 5.75780 3.89624 -0.59447 0.00 -0.03 0.06
H 4.79995 6.46219 0.77938 0.03 -0.02 0.06
H 3.83687 5.27979 -0.12506 -0.08 -0.12 0.14
```
Positions in Å, forces in eV/Å.

Calculated values
structure (SMILES): C[C@@H](Cl)[C@H](Cl)c1c(CCCNCc2ccccc2O)cc2nc(C(=O)NC(=O)F)cnc2c1S(=O)(=O)C(F)(F)C(F)(F)F.O=C1OCCO1.O=C1OCCO1.O=C1OCCO1.O=C1OCCO1.O=C1OCCO1
HOMO-LUMO gap: 6.76 eV
E_tot: -5191.04102 Eh
HOMO energy: -0.319 Ha



Entry 4:
The following is a quantum chemistry calculation of a 2-piece molecular cluster, C6H9ClFO2P overall, from the Open Molecules 2025 dataset.

Structure (XYZ):
```
20
Properties=species:S:1:pos:R:3:forces:R:3
C -0.76182 -0.53147 -0.12663 0.04 0.96 0.24
C -0.03726 0.56739 0.15565 0.00 -0.80 -0.31
C -0.06227 -1.71751 -0.55303 -0.58 -1.00 -0.37
C 0.34477 3.77740 -0.21237 -0.14 -0.35 0.23
C 0.31714 2.76039 0.92216 0.23 0.52 -0.08
C -0.78420 -3.02532 -0.45403 1.03 0.92 -0.67
O 1.08486 -1.74923 -0.96484 0.57 0.33 -0.07
O -0.56542 1.68470 0.62383 -0.35 0.07 0.09
F 0.10681 -2.70677 1.66399 0.35 -0.95 0.36
P 0.22997 -4.45732 -0.21090 -0.43 1.05 0.32
Cl -2.43024 -3.12118 -0.26550 -1.20 -0.14 0.20
H -1.82066 -0.55455 0.05933 -0.14 0.02 0.03
H 1.04026 0.53029 0.01975 0.06 0.12 0.00
H 0.97723 4.61593 0.06202 0.09 0.13 0.02
H 0.73039 3.33007 -1.12482 0.07 -0.05 -0.09
H -0.66077 4.14215 -0.40677 -0.06 0.06 -0.02
H -0.07548 3.22086 1.83309 0.13 -0.11 -0.08
H 1.32434 2.37496 1.11843 -0.15 -0.01 0.06
H 1.33170 -3.93493 -0.86514 0.63 -0.01 0.03
H -0.28936 -5.20585 -1.27424 -0.12 -0.76 0.09
```
Positions in Å, forces in eV/Å.

Calculated values
2S+1: 3
HOMO-LUMO gap (alpha / beta): 8.81 / 5.28 eV
E_tot: -1285.70943 Eh
HOMO energy (alpha / beta): -0.293 / -0.329 Ha



Entry 5:
The following is a quantum chemistry calculation of C14H26Cl10O3 as an isolated structure, from the Open Molecules 2025 dataset.

Structure (XYZ):
```
53
Properties=species:S:1:pos:R:3:forces:R:3
C -0.51825 2.01383 3.75095 -0.16 0.08 0.03
C -1.01652 1.24713 2.54881 0.36 0.67 -0.19
C -2.48010 1.49900 2.16983 1.46 4.38 2.24
O -2.45191 1.95423 0.78910 0.15 1.77 1.46
C -1.16752 2.08963 0.40023 -0.34 -0.47 1.87
O -0.83907 2.46932 -0.65456 0.64 0.58 -2.12
O -0.30694 1.72352 1.37317 -0.27 -0.26 0.18
H -1.05255 1.71564 4.65581 0.00 -0.10 -0.07
H -0.68046 3.08212 3.60278 0.10 0.00 -0.01
H 0.54278 1.82192 3.89831 0.03 0.05 0.02
H -0.78299 0.18615 2.64437 -0.09 0.01 0.00
H -2.94105 2.26014 2.79280 0.04 0.45 -0.05
H -3.06385 0.58004 2.18739 -1.21 3.83 4.47
Cl -0.59651 -0.35765 -4.53795 -0.09 0.00 -0.14
C -2.27825 -0.15954 -5.10067 -0.30 -0.42 0.11
C -2.96380 -1.49453 -5.36526 0.00 0.45 0.13
Cl -3.31437 -2.36035 -3.84087 0.15 -0.06 -0.05
H -2.26861 0.44209 -6.00451 0.10 0.00 -0.07
H -2.81268 0.36928 -4.31864 0.00 0.14 0.01
H -2.36603 -2.13430 -6.00269 0.09 -0.13 0.03
H -3.93210 -1.32174 -5.83176 0.06 0.07 -0.06
Cl -4.82149 -2.95515 0.42719 -0.02 0.01 0.09
C -4.58508 -1.43625 -0.48948 -0.62 -0.37 0.00
C -3.17869 -0.97191 -0.42124 1.03 -1.07 -0.93
Cl -2.78674 -0.28875 1.14936 -0.75 -9.76 -6.94
H -5.27082 -0.70434 -0.07697 -0.07 0.10 0.06
H -4.88145 -1.66070 -1.50659 0.05 0.05 -0.18
H -2.98926 -0.20036 -1.17204 -0.11 0.19 0.20
H -2.47915 -1.77934 -0.62256 -0.07 -0.24 -0.19
Cl 1.17552 -2.87120 -0.84769 -0.12 -0.17 0.14
C 1.01393 -1.29154 -1.64219 0.19 -0.07 -0.32
C 1.50910 -0.15869 -0.79364 0.01 -0.15 0.14
Cl 3.22582 -0.27886 -0.34550 0.21 -0.10 -0.10
H -0.03632 -1.13180 -1.85895 -0.16 -0.02 0.04
H 1.53893 -1.36974 -2.58957 0.12 0.07 -0.01
H 0.96738 -0.13639 0.14002 -0.20 0.18 0.17
H 1.38697 0.77310 -1.33123 -0.14 0.20 -0.01
Cl 5.78494 -4.15759 2.07916 0.46 -0.19 -0.22
C 4.27398 -3.93839 2.97476 -0.17 0.29 -0.42
C 3.28771 -3.23617 2.05696 0.46 -0.17 0.03
Cl 1.82617 -2.89701 2.96836 -0.74 0.24 0.40
H 4.51429 -3.32775 3.83397 -0.12 0.04 0.21
H 3.91560 -4.91477 3.27640 -0.06 -0.05 0.10
H 3.00218 -3.85128 1.21533 0.09 -0.17 -0.13
H 3.67907 -2.29795 1.67894 0.07 0.04 0.04
Cl 1.53278 4.53444 1.08573 0.11 0.10 0.07
C 2.69726 3.39433 0.37457 0.34 -0.21 -0.71
C 4.10044 3.99963 0.30291 -0.25 -0.13 0.49
Cl 5.27182 2.71785 -0.14026 -0.08 0.20 -0.07
H 2.34950 3.15327 -0.63424 -0.01 0.16 0.15
H 2.68330 2.45888 0.92336 0.04 0.11 0.34
H 4.42432 4.40710 1.26203 -0.14 -0.15 -0.06
H 4.15874 4.79141 -0.43352 -0.02 0.01 -0.17
```
Positions in Å, forces in eV/Å.

Calculated values
HOMO-LUMO gap: 10.23 eV
E_tot: -5376.56612 Eh
HOMO energy: -0.358 Ha



Entry 6:
The following is a quantum chemistry calculation of a 2-piece molecular cluster, C4H12NO overall, from the Open Molecules 2025 dataset.

Structure (XYZ):
```
18
Properties=species:S:1:pos:R:3:forces:R:3
C 0.38926 -0.89001 1.17743 -0.33 -0.07 0.52
O 0.30661 -1.90802 2.20515 0.71 0.78 -1.44
C -0.59858 -1.21379 0.05683 -2.15 2.74 2.12
C -1.79569 -0.55828 -0.06807 2.16 -0.70 0.21
H 1.39322 -0.81242 0.67020 -0.44 -0.45 0.69
H 0.25142 0.06992 1.75971 -0.38 -0.45 -1.19
H 1.12212 -1.73915 2.68116 0.12 -0.54 0.68
H -0.36184 -2.03040 -0.54410 0.54 -1.09 -1.23
H -2.39330 -0.69174 -0.94607 -0.56 -0.41 -0.13
H -2.15623 0.13373 0.69207 0.25 0.07 -0.19
C 0.73735 2.34361 -2.17508 0.34 -0.49 -1.19
N 0.51908 1.52719 -0.94764 -1.85 1.52 0.09
H 0.03555 3.18623 -2.18542 0.39 -0.24 0.08
H 1.79691 2.65210 -2.17004 -0.70 0.13 -0.16
H 0.53343 1.69464 -3.06516 0.30 0.63 0.81
H -0.24060 0.84272 -1.02849 -0.17 -0.37 -0.04
H 0.22590 2.13935 -0.17865 0.19 -0.13 0.00
H 1.31284 1.03974 -0.63963 1.57 -0.92 0.38
```
Positions in Å, forces in eV/Å.

Calculated values
HOMO-LUMO gap: 10.29 eV
E_tot: -289.28734 Eh
HOMO energy: -0.514 Ha
charge: +1



Entry 7:
The following is a quantum chemistry calculation of a 5-piece molecular cluster, C2H13NO5 overall, from the Open Molecules 2025 dataset.

Structure (XYZ):
```
21
Properties=species:S:1:pos:R:3:forces:R:3
N 1.76888 -0.71479 0.75072 0.84 -0.81 -0.61
C 0.51662 -1.47280 0.64764 -0.01 0.47 0.82
C 0.06068 -1.59265 -0.77887 -0.54 1.12 1.26
O 0.31787 -0.65895 -1.49938 0.31 -1.17 -0.91
H 2.45111 -1.45934 0.96773 0.15 1.17 -0.38
H 1.99663 -0.26696 -0.18106 -0.33 -0.96 1.38
H -0.23134 -0.91855 1.23395 -0.26 0.38 -1.38
H 0.51968 -2.38639 1.24944 0.57 -0.45 -0.60
H -0.63415 -2.40331 -1.02592 0.04 -0.16 -0.44
O -0.98794 1.34945 -0.20888 -0.23 0.19 -0.04
H -0.28400 1.35459 -0.86863 0.28 -0.05 0.23
H -1.72842 1.40871 -0.82271 -0.26 0.11 0.26
O -1.43601 -0.89000 3.04833 -0.98 -0.80 0.59
H -0.72995 -1.34454 2.58359 0.01 0.74 0.49
H -1.35176 0.06199 3.09751 0.64 0.03 -0.37
O 1.44168 2.36015 0.76472 -0.53 -0.74 0.19
H 1.65067 1.42135 0.95268 0.03 0.58 0.08
H 0.46368 2.35042 0.80892 0.59 0.19 -0.10
O -1.30395 0.91273 -2.91958 -0.17 -0.02 -0.55
H -1.82069 0.11002 -2.77790 0.12 0.10 -0.09
H -0.43984 0.57649 -3.19932 -0.26 0.08 0.18
```
Positions in Å, forces in eV/Å.

Calculated values
structure (SMILES): NCC=O.O.O.O.O
HOMO-LUMO gap: 10.41 eV
E_tot: -514.90620 Eh
HOMO energy: -0.376 Ha



Entry 8:
The following is a quantum chemistry calculation of a 2-piece molecular cluster, C6H17NO overall, from the Open Molecules 2025 dataset.

Structure (XYZ):
```
25
Properties=species:S:1:pos:R:3:forces:R:3
C -1.33303 -1.58168 -0.28888 -0.49 -0.07 0.42
C -1.87385 -0.97405 1.01195 0.14 0.02 -0.40
C -0.84744 -0.48081 -1.23521 0.45 -0.56 -0.67
N 0.59389 -0.31906 -1.44236 0.00 0.70 1.88
C 1.10475 1.04754 -1.52368 0.12 0.09 -0.47
C 0.74957 1.87711 -0.28248 -1.19 -0.22 -0.25
C 1.53739 -1.30565 -0.99723 0.37 -0.18 -0.45
H -2.13983 -2.09901 -0.80343 -0.02 -0.11 -0.01
H -0.60499 -2.35211 -0.02865 0.11 0.22 -0.28
H -2.74025 -0.34019 0.80688 0.12 0.02 0.06
H -1.07939 -0.37238 1.45675 -0.15 0.01 0.33
H -2.19057 -1.75566 1.69928 0.10 0.05 0.07
H -1.26436 0.48235 -0.94440 0.09 0.03 -0.16
H -1.19705 -0.70094 -2.24786 -0.26 0.08 -0.19
H 2.18000 1.00383 -1.65437 0.12 -0.17 -0.02
H 0.69136 1.49815 -2.42554 -0.13 0.09 -0.05
H -0.26643 2.27534 -0.37748 0.13 -0.03 -0.04
H 1.39526 2.74264 -0.22472 0.37 -0.10 0.27
H 0.73142 1.25132 0.61159 0.54 0.27 0.14
H 1.86626 -1.10239 0.03005 -0.37 0.15 0.18
H 1.10841 -2.30054 -1.04491 0.23 -0.02 -0.13
H 2.45891 -1.18819 -1.57522 -0.22 -0.28 -0.18
H 0.56597 1.30500 4.53484 0.22 -0.01 0.02
H -0.16602 1.82178 3.32515 0.25 0.07 0.05
O 0.72003 1.56761 3.61993 -0.52 -0.06 -0.14
```
Positions in Å, forces in eV/Å.

Calculated values
2S+1: 2
HOMO-LUMO gap (alpha / beta): 11.81 / 7.67 eV
E_tot: -368.49352 Eh
HOMO energy (alpha / beta): -0.528 / -0.528 Ha
charge: +1